125
Properties=species:S:1:pos:R:3:mulliken_charge:R:1 method="wB97M-V/def2-TZVPD" spin_multiplicity=4 e_lumo_ev="-6.453 / -8.254" total_charge=+2 homo_ev="-11.30 / -11.30" s2=3.8175 total_energy_ha=-2998.077253
V -0.757 3.291 1.362 0.8566
C -1.195 -0.664 -0.463 -0.6806
C -0.196 0.473 -0.485 0.3054
O -0.247 1.461 0.454 0.4102
H -1.129 -1.143 -1.440 0.4721
H -2.236 -0.342 -0.461 -0.2635
H -1.047 -1.450 0.277 -0.1498
H -0.364 1.060 -1.387 0.0160
H 0.831 0.112 -0.549 0.1368
C -3.595 0.692 1.975 -0.0461
C -3.636 2.207 2.168 -0.6919
O -2.805 2.991 1.355 -0.8599
H -2.678 0.275 2.389 -0.3832
H -3.750 0.411 0.933 -0.1088
H -4.479 0.277 2.459 0.5256
H -3.379 2.303 3.223 0.5067
H -4.677 2.492 2.022 0.4093
C -4.636 1.283 -2.211 -1.5552
C -3.639 2.412 -2.528 1.4066
C -4.058 3.302 -3.738 -1.4895
O -3.584 3.240 -1.369 -0.6037
H -4.337 0.620 -1.399 0.2769
H -4.793 0.637 -3.075 0.4529
H -5.634 1.536 -1.853 0.3722
H -2.682 1.905 -2.655 -0.2327
H -3.577 4.273 -3.856 0.3703
H -5.106 3.455 -3.482 0.3905
H -3.845 2.705 -4.625 0.3541
H -3.661 2.737 -0.555 0.1167
C 1.792 1.159 4.013 -1.3809
C 0.218 1.302 3.835 1.1390
C -0.523 1.464 5.115 -1.4417
O 0.078 2.551 3.219 -0.1345
H 2.071 0.427 4.771 0.4181
H 2.265 2.104 4.278 0.3890
H 2.316 0.921 3.087 0.3267
H -0.217 0.477 3.270 -0.6423
H -0.289 0.570 5.693 0.3940
H -1.574 1.523 4.834 0.3206
H -0.244 2.392 5.615 0.4432
H 0.534 3.055 3.897 0.3006
C 2.992 2.896 -0.726 -1.2415
C 2.647 3.120 0.710 1.2578
C 3.725 3.438 1.704 -1.5128
O 1.536 3.976 0.942 -0.3454
H 3.866 2.247 -0.673 0.3652
H 3.176 3.821 -1.273 0.3032
H 2.229 2.375 -1.304 0.1590
H 2.360 2.129 1.060 -0.3608
H 4.461 2.639 1.611 0.3655
H 3.195 3.546 2.650 0.3590
H 4.226 4.400 1.595 0.3897
H 1.926 4.829 0.738 0.3073
C -0.174 4.497 -2.785 -0.8793
C -0.002 5.095 -1.436 0.4737
C -0.806 6.415 -1.474 -1.6413
O -0.882 4.313 -0.633 0.3604
H 0.358 5.133 -3.493 0.5883
H -1.190 4.617 -3.160 0.0956
H 0.161 3.460 -2.771 -0.1934
H 1.040 5.257 -1.160 0.5016
H -0.473 7.157 -2.200 0.4416
H -0.781 6.912 -0.504 0.3502
H -1.852 6.315 -1.763 0.3686
H -1.719 4.316 -1.104 0.1898
C 1.694 -4.327 5.177 -1.6774
C 0.794 -5.380 4.611 2.0640
C -0.351 -5.760 5.623 -1.3357
C -1.416 -4.641 5.733 -0.8549
C -1.815 -4.169 4.387 -1.2897
C -0.865 -4.011 3.184 1.7879
N 0.196 -4.965 3.343 0.5320
O 0.967 -5.116 2.235 -0.2722
C -1.670 -4.321 1.924 -1.9469
C -0.479 -2.542 3.071 -2.1545
C 1.641 -6.601 4.462 -2.4802
H 2.694 -4.612 5.503 0.3889
H 1.340 -3.730 6.017 0.3518
H 1.980 -3.613 4.405 0.3836
H -0.945 -6.614 5.297 0.4566
H 0.048 -6.024 6.602 0.4222
H -1.046 -3.799 6.317 0.3106
H -2.268 -5.009 6.305 0.4472
H -2.406 -3.290 4.645 0.3669
H -2.591 -4.916 4.222 0.4738
H -1.779 -5.385 1.713 0.4373
H -2.653 -3.874 1.778 0.3950
H -1.089 -4.019 1.053 0.4075
H 0.291 -2.331 2.329 0.7577
H -1.328 -1.910 2.812 0.3704
H -0.121 -2.159 4.026 0.6346
H 2.574 -6.533 3.904 0.5443
H 1.123 -7.531 4.227 0.5143
H 2.012 -6.907 5.440 0.5185
H 1.033 -6.073 2.254 0.4300
C 1.467 -2.431 -2.593 -2.0020
C 2.007 -1.815 -3.871 1.9115
C 1.273 -2.582 -5.044 -1.3112
C 1.249 -1.819 -6.403 -0.6421
C 0.715 -0.453 -6.137 -1.4522
C 1.445 0.500 -5.129 1.8628
N 1.645 -0.273 -3.859 0.3992
O 2.365 0.385 -2.880 -0.4500
C 2.810 0.918 -5.771 -1.7985
C 0.648 1.772 -5.040 -2.0651
C 3.506 -1.906 -3.945 -1.8535
H 1.726 -1.834 -1.719 0.4984
H 1.817 -3.461 -2.523 0.4467
H 0.391 -2.581 -2.502 0.2643
H 1.743 -3.551 -5.216 0.4292
H 0.233 -2.708 -4.742 0.3954
H 0.589 -2.314 -7.115 0.4249
H 2.214 -1.823 -6.908 0.3241
H -0.323 -0.592 -5.834 0.2965
H 0.677 0.054 -7.102 0.5031
H 2.775 0.744 -6.847 0.3922
H 3.182 1.941 -5.816 0.4003
H 3.644 0.341 -5.371 0.3052
H 1.085 2.415 -4.277 0.3495
H 0.646 2.365 -5.954 0.4928
H -0.362 1.563 -4.688 0.3935
H 3.964 -1.490 -3.047 0.2799
H 4.000 -1.739 -4.902 0.4032
H 3.831 -2.947 -3.944 0.5101
H 1.918 0.078 -2.088 0.1600

---

11
Properties=species:S:1:pos:R:3:mulliken_charge:R:1 method="wB97M-V/def2-TZVPD" e_lumo_ev=-1.151 homo_ev=-9.84 total_energy_ha=-380.492199 e_above_lowest_kcal_mol=34.4
C -1.196 0.319 -0.724 -1.0978
C -0.507 -0.904 -0.170 0.6597
O -0.851 -2.046 -0.341 -0.4750
C 0.736 -0.638 0.741 0.5023
O 1.141 -1.444 1.540 -0.4501
C 1.480 0.678 0.528 -0.0133
O 1.703 1.072 -0.591 -0.4361
H -1.813 0.773 0.063 0.3032
H -1.829 0.069 -1.576 0.3006
H -0.449 1.052 -1.027 0.3524
H 1.812 1.218 1.432 0.3541

---

25
Properties=species:S:1:pos:R:3:mulliken_charge:R:1 method="wB97M-V/def2-TZVPD" e_lumo_ev="-13.842 / -14.445" total_charge=+3 homo_ev="-19.66 / -19.86" total_energy_ha=-1937.402523 e_above_lowest_kcal_mol=0.0
I 6.271 1.009 -0.812 0.5041
I 5.913 -1.667 -0.736 0.4501
Pb -0.200 -1.209 1.215 0.9324
P -0.843 -0.086 -1.180 0.7208
C 0.277 -0.048 -2.600 -1.1978
C -1.960 -1.430 -1.732 -1.1320
H -2.718 1.411 -0.802 0.3854
H -2.325 1.194 -2.540 0.4635
H -1.315 2.274 -1.531 0.3924
C -1.910 1.355 -1.537 -1.0729
H -2.819 -1.530 -1.056 0.4279
H -2.315 -1.126 -2.731 0.4341
H -0.360 -0.038 -3.502 0.4422
H 0.917 -0.942 -2.619 0.3981
H -1.428 -2.389 -1.818 0.4511
H 0.893 0.862 -2.580 0.4160
C 1.885 0.045 0.170 0.0493
O 2.990 0.324 0.073 -0.0085
Cl -2.440 0.031 1.521 -0.2465
C 0.371 0.136 4.432 -0.5993
O 0.297 0.512 3.020 -0.4486
H 1.293 -0.462 4.545 0.2759
H -0.518 -0.436 4.756 0.3198
H 0.454 1.023 5.108 0.2982
H -0.410 1.188 2.935 0.3441

---

17
Properties=species:S:1:pos:R:3:mulliken_charge:R:1 method="wB97M-V/def2-TZVPD" spin_multiplicity=2 e_lumo_ev="-10.110 / -10.109" total_charge=+2 homo_ev="-15.72 / -17.51" s2=0.7553 total_energy_ha=-754.399068
H -0.818 -0.202 1.472 0.3013
O -1.037 0.228 -0.527 -0.4590
O -3.027 -0.663 -0.440 -0.2326
O -2.680 1.205 -1.697 -0.3974
C -0.958 -0.755 0.534 0.1863
C -2.215 -1.450 0.357 -0.4403
C -2.335 0.338 -0.963 0.7002
H -2.717 -2.134 1.036 0.3918
C 2.211 1.350 0.782 -0.0980
C 2.147 0.063 0.290 -0.1636
O 1.875 0.019 -1.044 -0.8984
Li 2.611 -1.332 -2.047 0.9124
Hg 0.454 1.237 -1.385 1.5050
F 1.225 2.183 0.216 -0.2935
H 2.555 1.713 1.743 0.3901
H 0.352 -1.123 0.602 0.0570
H 2.357 -0.678 1.072 0.5388

---

46
Properties=species:S:1:pos:R:3:mulliken_charge:R:1 method="wB97M-V/def2-TZVPD" e_lumo_ev=0.749 homo_ev=-8.20 total_energy_ha=-997.491401 e_above_lowest_kcal_mol=3.7
C -2.278 2.490 -4.910 -1.5098
C -1.098 2.064 -4.090 0.6486
C 0.129 1.822 -4.695 -0.5727
C 1.223 1.448 -3.933 -0.6497
C 1.105 1.313 -2.564 -0.7169
C -0.120 1.553 -1.946 0.5417
N -0.175 1.411 -0.555 0.0504
C -1.246 1.474 0.261 0.4662
O -2.391 1.699 -0.069 -0.7018
C -0.852 1.226 1.740 -0.5005
C -2.042 1.445 2.679 -0.7104
C -2.031 0.243 3.623 -0.6787
C -1.452 -0.865 2.748 -0.5747
N -0.464 -0.166 1.952 0.2203
C 0.776 -0.606 1.683 0.8611
O 1.615 0.059 1.098 -0.8238
O 0.980 -1.866 2.105 -0.3476
C 2.259 -2.426 1.815 -0.9156
C 2.145 -3.949 1.815 0.8931
C 1.248 -4.414 0.671 -1.4102
C 3.535 -4.570 1.706 -1.5786
C -1.216 1.929 -2.714 -0.4853
H -2.222 3.560 -5.115 0.2912
H -3.207 2.295 -4.381 0.3542
H -2.295 1.968 -5.864 0.3761
H 0.228 1.926 -5.766 0.4060
H 2.174 1.260 -4.410 0.3746
H 1.954 1.019 -1.963 0.4421
H 0.706 1.131 -0.119 0.0902
H 0.003 1.871 1.976 0.5194
H -2.952 1.452 2.075 0.2918
H -1.971 2.392 3.208 0.3807
H -1.369 0.429 4.470 0.2859
H -3.022 -0.001 4.000 0.3797
H -2.222 -1.282 2.089 0.2171
H -0.984 -1.671 3.310 0.3946
H 2.970 -2.089 2.580 0.3281
H 2.601 -2.056 0.843 0.3932
H 1.689 -4.248 2.764 0.2130
H 1.117 -5.493 0.706 0.4066
H 0.270 -3.944 0.744 0.3283
H 1.689 -4.150 -0.288 0.3228
H 3.462 -5.654 1.713 0.4135
H 4.163 -4.262 2.539 0.3967
H 4.015 -4.262 0.780 0.3457
H -2.162 2.113 -2.233 0.5433

---

46
Properties=species:S:1:pos:R:3:mulliken_charge:R:1 method="wB97M-V/def2-TZVPD" e_lumo_ev=-1.596 homo_ev=-9.09 total_energy_ha=-1565.304393 e_above_lowest_kcal_mol=0.0
C 1.749 0.182 6.346 -1.3886
C 2.520 -0.733 5.404 0.7163
O 3.176 -1.737 6.175 -0.5776
C 3.549 0.048 4.595 -0.8606
O 3.982 -0.593 3.416 -0.4487
P 2.934 -0.671 2.060 0.4758
C 1.726 -0.752 0.578 -0.6209
O 1.003 0.456 0.377 -0.2491
O -0.227 0.299 1.112 -0.3634
H 2.353 1.041 6.641 0.3089
H 1.463 -0.366 7.239 0.3755
H 0.859 0.571 5.853 0.3248
H 1.813 -1.215 4.721 0.2382
H 3.280 -2.529 5.649 0.2996
H 3.181 1.060 4.384 0.4091
H 4.423 0.150 5.242 0.3619
H 2.729 -2.041 2.311 0.0108
H 2.134 0.365 2.602 -0.0614
H 3.996 -0.274 1.245 0.0010
H 1.019 -1.567 0.739 0.4141
H 2.288 -0.930 -0.343 0.3267
H -0.331 1.188 1.469 0.3099
O -2.646 -2.413 -3.512 -0.5466
C -1.438 -2.318 -3.456 0.2766
C -0.564 -3.302 -4.149 -0.4116
C 0.761 -3.194 -4.111 -0.3902
C 1.420 -2.084 -3.376 0.3016
O 2.629 -1.989 -3.335 -0.5671
C 0.547 -1.106 -2.684 -0.3806
C -0.780 -1.214 -2.711 -0.2394
H -1.069 -4.098 -4.680 0.4196
H 1.419 -3.896 -4.607 0.4134
H 1.047 -0.305 -2.155 0.5607
H -1.433 -0.511 -2.209 0.5771
O -3.170 0.873 -1.625 -0.5500
C -3.609 1.792 -2.283 0.4308
C -4.174 1.557 -3.636 -0.3155
C -4.652 2.561 -4.366 -0.3146
C -4.642 3.956 -3.857 0.3165
O -5.078 4.872 -4.520 -0.5416
C -4.078 4.189 -2.501 -0.3804
C -3.600 3.186 -1.772 -0.3532
H -4.171 0.530 -3.980 0.4578
H -5.069 2.417 -5.354 0.4170
H -4.082 5.214 -2.153 0.3986
H -3.185 3.329 -0.782 0.4189

---

12
Properties=species:S:1:pos:R:3:mulliken_charge:R:1 method="wB97M-V/def2-TZVPD" e_lumo_ev=3.727 total_charge=-1 homo_ev=-4.26 total_energy_ha=-360.147821 e_above_lowest_kcal_mol=140.2
O -0.267 0.702 -1.590 -0.4248
C -0.216 0.152 -0.368 0.2562
N -1.236 -0.426 0.253 -0.4517
C -0.921 -0.400 1.842 -0.2924
O -0.197 0.591 2.244 -0.7413
H 0.812 -0.053 -0.048 0.3821
H -1.104 0.817 0.213 0.1493
H -1.936 -0.402 2.315 0.2654
H -0.554 -1.451 1.982 0.2647
H 0.673 0.456 -1.918 0.4853
H 2.752 -0.383 -2.482 0.1607
O 2.195 0.397 -2.441 -1.0536

---

39
Properties=species:S:1:pos:R:3:mulliken_charge:R:1 method="wB97M-V/def2-TZVPD" spin_multiplicity=2 e_lumo_ev="-3.633 / -5.240" total_charge=+1 homo_ev="-11.62 / -10.47" s2=0.8854 total_energy_ha=-1239.550219
Li -31.140 -2.856 -18.949 0.8552
Li -29.198 -4.453 -21.429 0.8965
Li -31.834 -3.643 -21.587 0.8061
Li -30.231 -1.304 -21.756 0.7982
C -31.537 0.697 -16.689 -0.5285
C -31.912 1.956 -16.999 0.3096
C -32.048 2.441 -18.500 0.2949
O -31.967 3.704 -18.914 -0.5555
C -32.021 1.569 -19.522 -0.3369
C -31.739 0.183 -19.292 0.3660
C -31.389 -0.272 -17.774 0.6570
O -30.894 -1.401 -17.652 -0.7370
O -31.724 -0.679 -20.152 -0.7221
O -32.137 2.715 -15.996 -0.5203
H -31.518 0.367 -15.661 0.4616
H -31.971 2.001 -20.510 0.4337
O -30.810 -5.325 -22.144 -0.9918
H -30.768 -5.758 -23.019 0.1721
O -30.170 -2.869 -20.730 -1.1083
H -29.351 -2.597 -20.273 0.2292
O -27.395 -3.571 -22.258 -0.6387
H -26.542 -3.493 -22.685 0.2530
H -27.461 -2.791 -21.708 0.4520
C -27.656 -3.134 -18.047 0.6165
O -28.008 -3.908 -18.899 -0.5872
N -27.251 -1.946 -18.449 -0.1984
N -27.432 -3.406 -16.817 -0.3869
H -26.902 -1.327 -17.732 0.1719
H -27.413 -1.689 -19.413 0.0596
H -27.715 -4.218 -16.287 0.2565
H -27.135 -2.650 -16.216 0.1449
C -26.832 -0.042 -21.342 0.7161
O -27.775 -0.766 -21.075 -0.6127
N -26.697 1.098 -20.759 -0.4225
N -25.921 -0.230 -22.274 -0.3966
H -27.375 1.256 -20.028 0.2582
H -25.943 1.659 -21.128 0.1579
H -25.162 0.425 -22.391 0.1595
H -26.116 -0.817 -23.072 0.2170